17
Properties=species:S:1:pos:R:3 method="wB97M-V/def2-TZVPD" spin_multiplicity=2 orbital_gap_ev="2.391 / 9.316" relative_energy_kj_mol=17.6 homo_energy_ev="0.8 / -6.0" charge=-1 lumo_ev="3.21 / 3.34" max_force_ev_per_a=2.84
C -0.7310 -0.0735 -1.1373
C 0.2983 -1.1457 -0.6868
S -0.5166 -2.2843 0.5874
N -0.7326 0.3856 -2.5265
H -1.7693 -0.5446 -1.0952
H -0.7678 0.7804 -0.4566
H 0.8634 -1.5866 -1.5934
H 1.1298 -0.6766 -0.1940
H -1.3824 -2.4777 -0.3103
H 0.1174 0.8873 -2.8084
H -1.0686 -0.2311 -3.2330
H -0.3002 1.3511 2.6223
H 0.9495 1.7438 3.3847
O 0.4230 2.0350 2.6332
H 1.0191 2.6500 0.9633
H 2.0697 3.1840 0.0105
O 1.4682 2.4756 0.1096